(1)
The following is a quantum chemistry calculation of C39H34CaF11NO6P2S2 as an isolated structure, from OMol25.

Each line ends with the Mulliken charge.
Geometry (Å):
Ca -0.45511 -1.88420 -0.78658  2.448
O 0.33110 0.12551 -1.55612  -0.183
P 0.61057 1.58788 -1.54746  0.112
C -0.86189 2.58642 -1.34539  -1.346
P -2.13029 1.86768 -0.16305  0.268
O -2.29904 0.42637 -0.51923  0.377
C -3.51184 2.89229 -0.25963  0.812
C -4.48039 2.65157 -1.29782  -0.950
C -5.45736 3.56580 -1.58091  -0.414
C -5.55205 4.79485 -0.87927  -0.688
C -4.58967 5.05761 0.11770  -0.511
C -3.59537 4.16199 0.42024  -0.770
C -1.33905 2.05712 1.46128  0.615
C -0.66268 3.19977 1.88572  0.024
C -0.05184 3.23453 3.12863  -0.978
C -0.10886 2.12370 3.96201  -0.778
C -0.77947 0.98385 3.54670  -0.148
C -1.39110 0.94867 2.30055  -0.634
C 1.40861 2.08056 -3.09672  0.280
C 1.31519 3.36801 -3.61972  -0.308
C 1.96522 3.68890 -4.80226  -0.706
C 2.70294 2.72071 -5.47111  -0.439
C 2.78404 1.43239 -4.96025  -0.605
C 2.13970 1.10761 -3.77489  -0.528
C 1.75906 2.06316 -0.24019  0.490
C 2.30084 3.34697 -0.18410  -0.725
C 3.14494 3.69896 0.85490  -0.645
C 3.44492 2.77044 1.84616  -0.699
C 2.90830 1.49408 1.79129  0.141
C 2.07112 1.13293 0.74275  -0.297
H -1.39650 2.60453 -2.30078  0.626
H -0.61962 3.61713 -1.07416  0.556
H -4.44031 1.71417 -1.83844  0.194
H -6.18086 3.33086 -2.35527  0.360
H -6.33053 5.51102 -1.10772  0.341
H -4.63514 5.98822 0.67626  0.359
H -2.90136 4.40112 1.21888  0.231
H -0.59413 4.06685 1.23815  0.385
H 0.48904 4.12075 3.43837  0.385
H 0.38757 2.14156 4.92510  0.374
H -0.80677 0.10498 4.17826  0.361
H -1.88460 0.04815 1.95235  0.243
H 0.71864 4.11943 -3.11507  0.339
H 1.88573 4.69020 -5.20787  0.385
H 3.20463 2.96947 -6.39867  0.355
H 3.34260 0.66834 -5.48595  0.461
H 2.18680 0.09998 -3.37920  0.276
H 2.06546 4.07382 -0.95445  0.298
H 3.56355 4.69771 0.89724  0.351
H 4.09864 3.04666 2.66541  0.419
H 3.13322 0.76890 2.56089  0.225
H 1.65168 0.13013 0.71136  0.670
F -3.98493 -1.36551 -1.99457  -0.181
C -4.73039 -1.68652 -0.95033  0.740
F -5.11252 -0.59202 -0.30953  -0.214
F -5.83410 -2.31085 -1.40478  -0.286
S -3.84922 -2.82499 0.21341  1.212
O -2.55980 -2.23281 0.45102  -0.602
O -4.76430 -2.97971 1.29792  -0.693
N -3.74005 -4.17633 -0.59504  -0.697
S -2.44668 -4.47100 -1.43538  1.105
O -1.92189 -3.32306 -2.14854  -0.628
O -1.49175 -5.30552 -0.77013  -0.681
C -3.18384 -5.52645 -2.75025  0.427
F -3.77759 -6.60212 -2.22075  -0.223
F -4.09075 -4.84848 -3.45957  -0.224
F -2.22132 -5.93964 -3.57410  -0.198
C 1.95133 -4.18567 1.40091  -2.385
C 1.44029 -3.04512 2.28513  2.831
C 0.46397 -3.66974 3.30601  -1.811
C 0.69251 -2.01496 1.45377  -1.587
C 2.59502 -2.34753 3.00274  0.007
C 2.38488 -1.59288 4.16384  -0.041
C 3.42171 -0.93411 4.80592  -0.769
C 4.71627 -1.00204 4.30396  -0.462
C 4.94326 -1.72865 3.14480  -0.811
C 3.89947 -2.38667 2.50554  -0.168
H 1.09395 -4.70050 0.96432  0.457
H 2.54234 -4.91460 1.96769  0.384
H 2.54110 -3.81475 0.56457  0.351
H -0.32437 -4.18732 2.75769  0.387
H -0.02125 -2.91762 3.92816  0.274
H 0.97031 -4.39176 3.95818  0.424
H 0.41481 -1.20191 2.14814  0.254
H 1.38474 -1.50967 4.56577  0.057
H 3.21635 -0.36031 5.70289  0.355
H 5.52960 -0.48823 4.80256  0.361
H 5.94087 -1.78092 2.72390  0.356
H 4.10478 -2.94025 1.59898  0.382
F 2.19648 -3.97131 -1.88084  -0.326
C 1.52511 -2.84388 -2.38829  -0.132
F 2.56629 -1.88010 -2.47675  -0.361
C 1.30798 -3.21427 -3.84588  0.552
F 0.43819 -4.23853 -3.96412  -0.267
F 0.78604 -2.16561 -4.52915  -0.254
F 2.42880 -3.58618 -4.53773  -0.327

- Frontier orbital gap (spin up / spin down): 5.66 / 3.52 eV
- Energy above the lowest of the compared OMol25 structures with the same formula, charge and spin: 0.00 kcal per mole
- Highest occupied orbital energy (spin up / spin down): -0.0618 / 0.0173 Ha
- Spin multiplicity: 1
- Total charge: -2

=====

(2)
The following is a quantum chemistry calculation of C39H34ClDyN3SSi2 as an isolated structure at a distorted geometry, from OMol25.

Each line ends with the Löwdin spin population.
Geometry (Å):
C -1.52961 -0.55281 4.71045  -0.011
C -2.35008 -0.21132 3.59940  -0.014
C -2.00634 -1.07598 2.51884  -0.015
H -3.11632 0.55961 3.58362  0.000
C -0.95188 -1.94070 2.95520  -0.014
C -0.66901 -1.62057 4.31856  -0.008
H -0.01158 -2.18867 4.97320  0.000
H -1.61255 -0.14778 5.71751  0.000
H -2.49670 -1.12433 1.54948  0.000
H -0.48435 -2.73436 2.37490  0.000
Dy 0.02726 0.26256 2.96126  5.036
Si 1.07064 0.06100 -3.73698  0.000
C 0.87549 1.58213 -4.78259  0.000
C 1.88049 2.07261 -5.63228  0.000
H 2.87236 1.61346 -5.61127  0.000
C 1.58832 3.11577 -6.51740  0.000
H 2.34853 3.44827 -7.22800  0.000
C 0.32664 3.72601 -6.50293  0.000
H 0.10524 4.54300 -7.19021  0.000
C -0.65972 3.27010 -5.62357  0.000
H -1.64285 3.74666 -5.59337  0.000
C -0.39512 2.18012 -4.79231  0.000
H -1.18786 1.78043 -4.15302  0.000
C 1.18340 -1.34402 -4.91660  0.000
C 0.31365 -1.27446 -6.01355  0.000
H -0.18114 -0.32844 -6.23979  0.000
C 0.08045 -2.40307 -6.80202  0.000
H -0.64156 -2.34100 -7.61738  0.000
C 0.78277 -3.58149 -6.54156  0.000
H 0.59032 -4.46642 -7.15263  0.000
C 1.75543 -3.60877 -5.53349  0.000
H 2.34762 -4.51330 -5.38704  0.000
C 1.96455 -2.48951 -4.71724  0.000
H 2.72763 -2.49166 -3.93776  0.000
H -0.26182 -0.18201 -3.12636  0.000
Si -0.13474 0.06812 -0.07114  0.022
C -0.68906 -1.48770 -0.92018  0.005
C -1.84318 -1.46297 -1.73794  0.002
H -2.19129 -0.52198 -2.17020  0.000
C -2.57268 -2.63294 -1.95963  0.000
H -3.47930 -2.58253 -2.56954  0.000
C -2.15227 -3.84097 -1.39369  0.002
H -2.76310 -4.73997 -1.52145  0.000
C -0.95270 -3.89626 -0.67063  0.000
H -0.59825 -4.84821 -0.26844  0.000
C -0.20940 -2.73297 -0.46146  0.002
H 0.72461 -2.77487 0.10691  0.000
C -1.19581 1.49031 -0.64535  0.004
C -2.49828 1.62600 -0.10690  0.001
H -2.84006 0.91843 0.65837  0.000
C -3.34740 2.64310 -0.55048  0.000
H -4.35713 2.72017 -0.14252  0.000
C -2.90967 3.53062 -1.54293  0.001
H -3.58928 4.28301 -1.94501  0.000
C -1.60518 3.43645 -2.04080  0.000
H -1.27319 4.11111 -2.83556  0.000
C -0.73175 2.45614 -1.55528  0.001
H 0.29929 2.39853 -1.91218  0.000
H 2.15062 0.16694 -2.72899  0.000
Cl 1.86858 0.59637 -0.17744  0.008
N 2.55504 0.21758 6.49375  0.002
C 1.73218 1.14785 7.14150  0.000
C 1.67114 1.53521 8.46252  0.000
C 0.61383 2.38063 8.83129  0.000
C -0.37452 2.75389 7.90408  0.000
C -0.31139 2.32844 6.57343  0.000
C 0.77036 1.52927 6.20070  0.000
N 1.03878 0.85658 5.00089  -0.020
C 2.12336 0.05859 5.22316  0.002
C 2.61637 -0.90267 4.25395  0.000
C 3.48549 -1.96007 4.43209  0.001
S 3.56186 -2.95428 3.00559  0.001
C 2.46209 -1.89517 2.21759  0.001
N 2.03868 -0.86570 2.97700  -0.010
H 3.34745 -0.26472 6.91360  0.000
H 2.42090 1.18600 9.17519  0.000
H 0.53848 2.74418 9.85248  0.000
H -1.20431 3.37625 8.24702  0.000
H -1.07436 2.58661 5.83440  0.000
H 3.99633 -2.17716 5.35827  0.000
H 2.24050 -1.94632 1.15084  0.000

- Frontier orbital gap (spin up / spin down): 5.35 / 5.34 eV
- Energy above the lowest of the compared OMol25 structures with the same formula, charge and spin: 0.00 kcal per mole
- Highest occupied orbital energy (spin up / spin down): -0.3322 / -0.3319 Ha
- Spin multiplicity: 6
- Total charge: +1